Here is a molecular structure, C39H37BCl3FN9O4Y from the Open Molecules 2025 dataset. Energies are from ωB97M-V/def2-TZVPD.

ΔE to the lowest compared entry with this formula, charge and spin: 27.2 kJ/mol
HOMO-LUMO gap: 0.141 Ha
DFT total energy: -104653.2476 eV

Structure (XYZ):
```
95
Properties=species:S:1:pos:R:3:forces:R:3
Y -0.266942 -1.592670 -2.249634 -0.4689 0.3577 0.0657
C 4.083645 -2.457762 -3.389965 -0.0490 0.0269 0.0137
C 3.091452 -1.623100 -2.863378 0.0012 -0.0966 -0.0373
N 2.039757 -2.338623 -2.470527 0.5129 -0.1934 -0.1894
N 2.327642 -3.632494 -2.741981 -0.2230 0.0000 0.2531
C 3.547144 -3.728145 -3.286826 0.0559 0.0048 -0.0227
B 1.361073 -4.772463 -2.296806 0.0405 -0.0669 -0.0493
N 0.057287 -4.795654 -3.128028 -0.0774 0.0497 0.2694
C -0.402243 -5.795276 -3.897885 -0.0229 0.0464 -0.0237
C -1.692381 -5.494099 -4.286632 -0.0151 0.0102 0.0295
C -1.953906 -4.258608 -3.682036 0.0068 -0.0624 -0.0558
N -0.902748 -3.842278 -2.985317 0.2749 -0.4060 -0.3851
N 0.999496 -4.518104 -0.814778 0.1303 0.0487 -0.1015
C 1.458502 -5.151584 0.278063 -0.0584 0.0147 -0.0064
C 1.023264 -4.461296 1.392743 -0.0648 -0.0091 -0.0500
C 0.291337 -3.389736 0.859562 -0.1209 0.0022 0.0711
N 0.289142 -3.428039 -0.464640 0.0712 0.0876 0.0754
H 5.041022 -2.175617 -3.793663 -0.0284 -0.0184 0.0216
H 3.069275 -0.547222 -2.778128 -0.0094 -0.0332 -0.0087
H 3.950744 -4.691677 -3.556389 -0.0264 0.0515 0.0178
H 1.927449 -5.832138 -2.416946 -0.0404 0.1150 0.0036
H 0.218972 -6.652110 -4.108602 -0.0334 0.0603 0.0165
H -2.343804 -6.072459 -4.920765 0.0340 0.0325 0.0562
H -2.841751 -3.645731 -3.727303 0.0399 -0.0343 0.0010
H 2.047102 -6.050078 0.182832 -0.0087 0.0472 -0.0013
H 1.189202 -4.709257 2.427945 -0.0113 0.0109 -0.0450
H -0.256161 -2.606514 1.364785 0.0595 -0.0364 -0.0344
Cl -2.255952 -3.032131 -9.476326 0.0111 0.0409 0.1249
C -2.132501 -2.484606 -7.818192 -0.0078 0.0017 -0.0693
C -0.890017 -2.379483 -7.219220 0.0723 -0.0438 -0.0575
C -0.822050 -1.947257 -5.912095 0.0815 -0.0041 0.0037
Cl 0.717343 -1.865412 -5.106602 0.0521 -0.0471 -0.3528
C -1.938420 -1.587625 -5.127815 -0.0581 0.0445 0.1496
O -1.850829 -1.211096 -3.899831 0.2530 -0.1807 0.0463
C -3.170802 -1.735122 -5.802410 -0.1305 0.0804 -0.0450
Cl -4.619938 -1.374131 -4.904351 0.0758 -0.0304 -0.0562
C -3.278563 -2.165496 -7.112817 -0.1010 0.0133 0.0337
H 0.011007 -2.641240 -7.757720 -0.0274 0.0087 0.0237
H -4.253308 -2.255528 -7.574047 0.0386 0.0036 0.0276
F 1.228543 -0.453578 4.630945 0.0102 0.0163 0.0262
C 1.123576 0.518034 3.688047 0.0490 0.0027 0.0606
C 1.084134 0.165842 2.370585 0.0312 -0.2446 0.0180
C 1.002031 1.143451 1.391326 0.0173 0.0781 -0.1883
C 0.855567 0.722553 -0.018340 -0.1073 0.1805 0.1101
O 0.780854 -0.479696 -0.264421 -0.0507 -0.4769 -0.1940
C 0.825891 1.790736 -0.977593 0.1226 -0.0184 0.1578
C 0.870869 3.068434 -0.539879 -0.0164 0.0836 0.0818
N 0.907180 3.455516 0.766402 0.0911 -0.0143 0.0880
C 0.941495 4.857098 1.097513 -0.0108 -0.1000 -0.0463
C -0.014996 5.764934 0.397706 -0.0719 0.0646 -0.0578
C -0.210603 5.456633 1.852327 -0.0584 0.0265 0.0165
C 0.995034 2.491872 1.755235 -0.0544 0.1167 -0.0680
C 1.016376 2.830356 3.110678 -0.0754 0.1708 -0.0043
C 1.060988 1.853330 4.085546 -0.1000 -0.0531 0.0813
N 0.991951 2.260734 5.452040 0.1632 0.0162 0.0986
C 0.498756 1.342624 6.469105 -0.0385 0.1471 -0.0495
C 0.193575 2.180620 7.729733 -0.0343 0.1274 -0.0623
N 0.089406 3.618556 7.297872 0.1268 -0.1146 -0.0492
C 1.447237 4.138446 6.897251 -0.1225 -0.0419 0.0643
C 2.076203 3.076802 5.976526 -0.0566 -0.0629 -0.0026
C 0.814573 1.566360 -2.474417 0.1348 -0.1888 -0.1739
O 1.165583 2.499328 -3.186591 -0.1274 -0.0339 0.0026
O 0.471651 0.392994 -2.845512 0.1460 0.5241 -0.0385
H 1.111260 -0.876190 2.071258 -0.0005 0.0571 -0.0086
H 0.878572 3.861993 -1.274957 -0.0080 0.0061 -0.0018
H 1.931198 5.243863 1.314011 0.0415 -0.0210 -0.0164
H -0.712115 5.308962 -0.294038 0.0292 -0.0084 0.0396
H 0.346648 6.741620 0.109078 -0.0164 -0.0105 0.0227
H -1.022881 4.787219 2.103154 -0.0028 0.0005 -0.0435
H 0.011112 6.225015 2.582947 0.0092 -0.0068 -0.0234
H 0.926458 3.868889 3.405118 0.0380 -0.0824 0.0143
H 1.209429 0.557802 6.734426 0.0348 -0.0263 0.0252
H -0.408029 0.865047 6.105056 -0.0145 -0.0203 -0.0429
H 0.992177 2.142577 8.466664 0.0210 -0.0222 0.0222
H -0.740013 1.892661 8.204646 -0.0227 -0.0122 0.0052
H -0.344920 4.206170 8.005363 0.0179 0.0047 0.0491
H -0.482267 3.631530 6.448609 -0.0361 -0.0015 -0.0215
H 2.015611 4.305409 7.809293 0.0114 0.0153 0.0133
H 1.283497 5.087429 6.391827 0.0104 0.0158 -0.0265
H 2.805179 2.470281 6.528401 0.0116 0.0035 0.0171
H 2.604313 3.566565 5.164987 0.0075 -0.0045 -0.0486
C -2.232634 -1.125660 -0.896419 -0.2431 0.2682 0.4861
C -2.369118 0.202098 -0.324314 -0.1043 -0.0924 -0.0641
C -2.218227 0.471446 1.051789 0.0938 0.0660 0.0430
C -2.365705 1.750092 1.576256 -0.0504 -0.0350 -0.0739
C -2.673906 2.831332 0.755043 0.0455 -0.1499 -0.0329
C -2.807390 2.593670 -0.616166 0.0221 -0.0605 -0.0045
C -2.651255 1.323992 -1.140606 -0.0044 0.0665 0.0042
H -2.893428 -1.256882 -1.756233 -0.0290 -0.1057 0.0543
H -2.349585 -1.928379 -0.163440 -0.0620 0.0126 -0.0037
H -1.995632 -0.359265 1.717723 -0.0300 0.0382 -0.0023
H -2.267901 1.897144 2.650113 0.0131 -0.0089 -0.0072
H -2.857478 3.816525 1.166938 0.0238 0.0205 -0.0009
H -3.052604 3.414355 -1.283258 0.0106 -0.0262 0.0084
H -2.755781 1.162572 -2.209632 -0.0135 0.0176 0.0339
```
Positions in Å, forces in eV/Å.

Mulliken population analysis, charges in e, atoms 1 to 4:
1 Y 0.766
2 C -1.258
3 C -0.378
4 N 0.607